DFT (wB97M-V/def2-TZVPD) results for a molecular structure, C24H46BCl2MgN4O4Si.

Its HOMO energy is -5.113 eV. As for the gap between HOMO and LUMO: 7.63 eV. Its molecular weight is 588.77 g mol⁻¹. The net charge is -1.

Structure (XYZ):
```
83
C24H46BCl2MgN4O4Si wB97M-V/def2-TZVPD
C -1.53 -0.55 -3.37
C -1.10 -1.91 -2.88
H -1.25 -0.43 -4.42
H -1.08 0.24 -2.74
H -2.63 -0.48 -3.27
C -0.63 -2.94 -3.60
C -0.49 -2.95 -5.08
H -0.35 -3.88 -3.09
H -0.73 -1.99 -5.55
H -1.14 -3.73 -5.50
H 0.53 -3.24 -5.35
Mg 0.24 0.01 0.56
Cl -0.41 1.96 -0.80
C -0.29 -2.55 2.12
O 0.67 -2.07 1.52
N -0.12 -3.46 3.14
C 1.26 -3.65 3.59
C -1.12 -4.47 3.41
H -1.40 -2.32 1.94
H 1.89 -2.79 3.31
H 1.69 -4.57 3.15
H 1.22 -3.76 4.68
H -2.05 -4.16 2.90
H -1.26 -4.50 4.50
H -0.78 -5.45 3.04
H 0.78 2.92 5.30
H -1.35 4.31 4.59
C 1.13 3.02 4.25
C -0.92 4.34 3.57
N -0.09 3.18 3.36
H 1.72 2.13 3.97
C -0.20 2.47 2.25
O 0.71 1.80 1.85
H -1.71 4.27 2.81
H -1.22 2.46 1.73
H 1.75 3.93 4.16
H -0.33 5.27 3.43
H 1.43 -0.30 -3.22
H 2.36 -2.67 -2.94
C 2.23 0.09 -2.57
C 3.18 -2.19 -2.38
N 2.74 -0.98 -1.71
H 1.86 0.93 -1.97
C 2.67 -0.95 -0.37
O 2.17 0.01 0.27
H 3.56 -2.88 -1.62
H 2.99 -1.87 0.14
H 3.05 0.42 -3.24
H 3.98 -1.95 -3.10
O -0.17 -1.32 -0.83
C -1.19 -2.06 -1.37
C 0.11 -4.06 -0.44
C -1.12 -3.48 -0.79
H 1.03 -3.47 -0.54
C 0.11 -5.39 0.02
H -2.12 -1.56 -1.05
C -2.34 -4.14 -0.65
H 1.08 -5.85 0.27
C -1.11 -6.08 0.13
C -2.33 -5.47 -0.20
H -3.25 -3.60 -0.94
H -1.10 -7.12 0.48
H -3.28 -6.00 -0.11
Si -0.43 6.67 -2.84
Cl -0.71 5.95 -4.77
C 1.41 6.51 -2.48
C -1.48 5.60 -1.72
C -0.99 8.47 -2.84
H 1.71 5.46 -2.55
H 1.60 6.87 -1.47
H 1.99 7.11 -3.19
H -0.39 9.06 -3.55
H -0.85 8.89 -1.84
H -2.04 8.55 -3.12
H -1.16 4.55 -1.78
H -2.53 5.69 -2.00
H -1.35 5.95 -0.69
B 0.02 -0.03 5.67
C -0.18 -0.02 4.06
N -0.58 0.28 3.01
H -0.81 0.85 5.80
H 1.19 0.26 5.75
H -0.35 -1.15 5.79
```

Atom-resolved charges from Mulliken, all expressed in e: C -1.24; C 0.41; H 0.40; H -0.03; H 0.31; C 0.17; C -1.54; H 0.33; H 0.35; H 0.32; H 0.29; Mg 1.22; Cl -0.73; C -0.32; O -0.47; N 0.61; C -0.98; C -1.01; H 0.28; H 0.21; H 0.25; H 0.40; H 0.30; H 0.34; H 0.32; H 0.34; H 0.27; C -1.03; C -0.88; N 0.48; H 0.24; C 0.25; O -0.79; H 0.28; H 0.16; H 0.33; H 0.28; H 0.13; H 0.12; C -0.73; C -0.76; N 0.30; H 0.18; C 0.10; O -0.75; H 0.32; H 0.28; H 0.38; H 0.32; O -0.06; C -0.23; C 0.28; C 0.14; H 0.03; C -0.57; H 0.47; C -0.19; H 0.37; C -0.62; C -0.67; H 0.39; H 0.36; H 0.34; Si 0.49; Cl -0.35; C -0.88; C -0.59; C -0.93; H 0.27; H 0.31; H 0.27; H 0.26; H 0.32; H 0.25; H 0.06; H 0.28; H 0.24; B 0.25; C -0.03; N -0.76; H -0.16; H -0.17; H -0.22

DFT (wB97M-V/def2-TZVPD) results for 6 unconnected molecules or ions with the total composition C30H45BrN4O17P.

Its HOMO energy is -11.152 eV. As for the gap between HOMO and LUMO: 7.31 eV. Its molecular weight is 844.58 g mol⁻¹. The net charge is +1.

Structure (XYZ):
```
98
C30H45BrN4O17P wB97M-V/def2-TZVPD
C 2.56 2.73 1.40
C 2.06 3.55 0.49
O 1.79 3.20 -0.84
C 0.52 2.95 -1.16
O 0.07 3.25 -2.23
C -0.39 2.26 -0.19
C -1.19 3.08 0.60
C -2.07 2.50 1.48
N -2.18 1.16 1.58
C -3.14 0.57 2.56
Br -3.50 1.80 4.01
C -4.48 0.13 1.91
C -4.81 0.77 0.57
C -1.42 0.33 0.80
C -1.63 -1.13 0.97
C -0.56 -1.87 1.87
N 0.45 -1.02 2.47
N -1.35 -2.41 3.00
N 0.10 -2.94 1.17
C -0.50 0.87 -0.12
P 0.41 -0.31 -1.24
C 2.20 0.05 -1.19
C -0.21 0.14 -2.89
H 2.37 2.93 2.44
H 3.19 1.88 1.16
H 1.90 4.59 0.76
H -1.11 4.15 0.53
H -2.70 3.11 2.09
H -2.68 -0.29 3.02
H -5.26 0.40 2.60
H -4.50 -0.95 1.85
H -5.61 0.20 0.11
H -3.99 0.77 -0.14
H -5.22 1.77 0.71
H -2.60 -1.35 1.37
H -1.61 -1.56 -0.03
H 1.09 -0.62 1.80
H 0.07 -0.31 3.09
H -1.52 -3.39 2.81
H -0.80 -2.32 3.84
H -0.31 -3.13 0.26
H 1.08 -2.73 1.05
H 2.53 0.92 -1.73
H 2.51 0.10 -0.15
H 2.67 -0.82 -1.63
H 0.14 1.09 -3.28
H -1.30 0.19 -2.82
H 0.04 -0.67 -3.57
C 6.71 4.72 -1.04
C 5.45 5.35 -0.49
O 5.36 4.80 0.82
C 6.61 4.42 1.20
O 6.91 4.07 2.30
O 7.47 4.49 0.15
H 7.26 5.35 -1.72
H 6.52 3.76 -1.52
H 5.53 6.44 -0.41
H 4.56 5.11 -1.07
C 0.87 -6.89 -1.04
C -0.19 -7.80 -0.46
O -1.08 -6.87 0.18
C -0.93 -5.67 -0.40
O -1.63 -4.73 -0.20
O 0.12 -5.67 -1.24
H 1.27 -7.26 -1.98
H 1.68 -6.69 -0.34
H -0.75 -8.34 -1.23
H 0.20 -8.51 0.26
C -3.29 2.99 -2.74
C -3.96 3.90 -1.73
O -5.34 3.58 -1.92
C -5.43 2.33 -2.45
O -6.44 1.71 -2.55
O -4.21 1.90 -2.83
H -2.31 2.63 -2.43
H -3.20 3.46 -3.72
H -3.69 3.66 -0.70
H -3.78 4.95 -1.91
C 0.57 3.18 7.05
C -0.53 3.07 6.01
O 0.15 3.39 4.79
C 1.47 3.13 4.97
O 2.27 3.12 4.09
O 1.73 2.87 6.27
H 0.46 2.48 7.87
H 0.66 4.19 7.45
H -0.93 2.05 5.92
H -1.35 3.76 6.18
C 1.94 -6.64 -6.89
C 0.77 -5.88 -6.29
O 0.44 -6.70 -5.15
C 1.54 -7.40 -4.81
O 1.63 -8.05 -3.81
O 2.50 -7.28 -5.74
H 2.68 -5.99 -7.36
H 1.63 -7.40 -7.60
H 1.05 -4.89 -5.93
H -0.08 -5.80 -6.95
```

Atom-resolved charges from Mulliken, all expressed in e: C -0.43; C -0.03; O -0.25; C -1.05; O -0.50; C 1.19; C -1.74; C -0.21; N 0.76; C -0.59; Br -0.06; C -0.80; C -0.74; C 0.10; C -1.64; C 0.81; N -0.68; N -0.53; N -0.47; C 0.34; P 0.68; C -1.13; C -1.25; H 0.08; H 0.34; H 0.48; H 0.75; H 0.76; H 0.51; H 0.55; H 0.40; H 0.58; H -0.03; H 0.33; H -0.20; H 0.98; H 0.22; H 0.21; H 0.28; H 0.28; H 0.14; H 0.33; H 0.38; H 0.18; H 0.54; H 0.35; H 0.27; H 0.51; C -0.36; C -0.17; O -0.31; C 0.65; O -0.51; O -0.33; H 0.31; H 0.26; H 0.26; H 0.19; C 0.15; C -0.38; O -0.35; C 0.73; O -0.55; O -0.30; H -0.04; H 0.25; H 0.28; H 0.32; C 0.34; C 0.04; O -0.40; C 0.65; O -0.51; O -0.36; H -0.42; H 0.36; H -0.04; H 0.37; C -0.33; C -0.31; O -0.26; C 0.68; O -0.62; O -0.35; H 0.30; H 0.27; H 0.23; H 0.31; C -0.29; C -0.28; O -0.30; C 0.65; O -0.61; O -0.32; H 0.29; H 0.27; H 0.24; H 0.29

DFT (wB97M-V/def2-TZVPD) results for 8 unconnected molecules or ions with the total composition C16H48O8.

Its HOMO energy is -9.984 eV. As for the structure (SMILES): CCO.CCO.CCO.CCO.CCO.CCO.CCO.CCO. As for the gap between HOMO and LUMO: 10.31 eV. Its molecular weight is 368.55 g mol⁻¹. The net charge is 0.

Structure (XYZ):
```
72
C16H48O8 wB97M-V/def2-TZVPD
C 1.25 -0.74 4.42
C 2.55 -1.45 4.81
O 3.52 -0.86 3.91
H 0.92 -1.12 3.46
H 1.29 0.35 4.49
H 0.50 -0.96 5.18
H 2.59 -2.50 4.51
H 2.82 -1.39 5.87
H 4.28 -1.43 4.09
C -5.04 0.46 -0.48
C -3.72 0.02 -0.03
O -2.77 1.11 -0.29
H -5.47 1.31 0.05
H -5.74 -0.37 -0.44
H -4.97 0.61 -1.56
H -3.32 -0.82 -0.60
H -3.67 -0.26 1.02
H -2.77 1.68 0.48
C 0.91 5.40 0.72
C -0.46 4.92 0.38
O -1.22 5.96 -0.19
H 1.49 5.42 -0.20
H 1.41 4.72 1.40
H 0.96 6.40 1.14
H -0.86 4.68 1.37
H -0.51 3.96 -0.13
H -1.09 5.74 -1.12
C 6.91 0.25 -0.75
C 5.56 -0.42 -0.40
O 5.29 -1.38 -1.35
H 7.19 0.90 0.08
H 6.78 0.84 -1.65
H 7.71 -0.49 -0.83
H 4.70 0.25 -0.34
H 5.58 -0.95 0.55
H 4.42 -1.21 -1.72
C -1.97 2.00 -4.13
C -2.00 2.77 -2.81
O -1.82 4.12 -3.13
H -2.31 0.97 -4.03
H -1.06 1.87 -4.72
H -2.70 2.38 -4.84
H -1.32 2.37 -2.05
H -3.05 2.69 -2.55
H -0.93 4.24 -3.49
C -1.93 -3.85 2.87
C -1.69 -2.64 2.02
O -0.33 -2.60 1.70
H -1.48 -4.73 2.42
H -2.98 -4.13 2.97
H -1.52 -3.72 3.87
H -1.93 -1.74 2.58
H -2.25 -2.69 1.08
H -0.09 -1.87 1.12
C -1.49 -4.64 -3.43
C -1.55 -3.72 -2.18
O -1.57 -2.36 -2.54
H -0.52 -4.45 -3.89
H -2.20 -4.40 -4.22
H -1.57 -5.65 -3.02
H -0.61 -3.85 -1.65
H -2.42 -4.07 -1.61
H -1.30 -1.77 -1.83
C 1.71 -0.23 0.42
C 0.57 0.40 -0.41
O -0.57 -0.40 -0.49
H 1.73 -1.31 0.48
H 1.59 0.01 1.48
H 2.66 0.29 0.23
H 0.91 0.56 -1.44
H 0.33 1.35 0.07
H -1.35 0.13 -0.69
```

Atom-resolved charges from Mulliken, all expressed in e: C -0.63; C -0.32; O -0.50; H -0.11; H 0.33; H 0.40; H 0.29; H 0.34; H 0.28; C -1.31; C 0.19; O -0.31; H 0.32; H 0.40; H 0.29; H 0.00; H 0.24; H 0.15; C -1.13; C 0.32; O -0.51; H 0.28; H 0.33; H 0.31; H 0.25; H -0.18; H 0.35; C -1.08; C 0.15; O -0.54; H 0.32; H 0.28; H 0.30; H 0.01; H 0.22; H 0.32; C -1.33; C 0.66; O -0.58; H 0.32; H 0.40; H 0.38; H -0.26; H 0.02; H 0.36; C -1.45; C 0.45; O -0.60; H 0.32; H 0.40; H 0.30; H 0.18; H 0.05; H 0.12; C -1.29; C -0.01; O -0.51; H 0.30; H 0.34; H 0.35; H 0.25; H 0.22; H 0.39; C -1.38; C 0.19; O -0.20; H 0.61; H 0.30; H 0.06; H 0.32; H 0.08; H 0.17

DFT (wB97M-V/def2-TZVPD) results for a molecular structure, C19H40NOP3Sm.

The multiplicity is 6. Its HOMO energy (alpha / beta) is -17.417 / -17.420 eV. As for the gap between HOMO and LUMO (alpha / beta): 6.67 / 7.78 eV. Its molecular weight is 541.82 g mol⁻¹. The net charge is +3.

Structure (XYZ):
```
65
C19H40NOP3Sm wB97M-V/def2-TZVPD
Sm 0.47 1.45 -0.41
P 1.00 2.78 1.99
P -2.24 1.18 0.60
P 2.97 0.56 -1.53
H -3.20 0.19 -3.72
C -2.29 -0.27 -4.13
C -1.87 -1.47 -3.73
H -2.44 -2.11 -3.05
C 0.65 4.50 1.39
C 0.21 2.81 3.63
C 2.80 2.88 2.34
C -3.22 -0.07 -0.33
C -2.25 0.42 2.27
C -3.49 2.50 0.82
C 2.79 -0.69 -2.86
C 4.13 -0.31 -0.42
C 4.06 1.78 -2.35
H -1.71 0.32 -4.85
H -0.95 -1.93 -4.13
H 0.78 5.24 2.19
H -0.40 4.55 1.03
H 1.31 4.75 0.55
H 0.65 3.64 4.22
H 0.38 1.86 4.15
H -0.87 2.95 3.53
H 3.02 3.81 2.89
H 3.35 2.87 1.39
H 3.10 2.01 2.93
H -4.29 0.14 -0.19
H -2.99 -1.07 0.05
H -2.98 -0.03 -1.40
H -3.26 0.48 2.69
H -1.55 0.95 2.94
H -1.94 -0.64 2.21
H -4.35 2.08 1.37
H -3.81 2.86 -0.16
H -3.05 3.32 1.39
H 3.45 -0.45 -3.70
H 1.74 -0.70 -3.21
H 3.03 -1.68 -2.46
H 5.16 -0.16 -0.77
H 3.88 -1.37 -0.40
H 4.02 0.10 0.59
H 5.05 1.35 -2.56
H 4.19 2.65 -1.69
H 3.58 2.13 -3.27
C 0.29 3.90 -2.76
C 0.48 5.21 -2.39
C 1.19 6.06 -3.26
C 1.70 5.54 -4.45
C 1.53 4.19 -4.78
C 0.82 3.33 -3.92
O -0.32 3.10 -1.73
H -0.91 2.43 -2.14
H 0.11 5.55 -1.42
H 1.31 7.11 -3.00
H 2.22 6.19 -5.16
H 1.94 3.78 -5.71
H 0.70 2.26 -4.09
C -0.35 -2.99 1.14
C -0.07 -1.79 0.41
N 0.14 -0.75 -0.09
H -1.02 -2.76 1.98
H 0.60 -3.41 1.53
H -0.82 -3.73 0.47
```

Atom-resolved charges from natural (NBO), all expressed in e: Sm 2.01; P 0.65; P 0.65; P 0.63; H 0.20; C -0.41; C -0.39; H 0.21; C -0.92; C -0.91; C -0.92; C -0.92; C -0.91; C -0.90; C -0.91; C -0.91; C -0.91; H 0.21; H 0.21; H 0.29; H 0.25; H 0.25; H 0.28; H 0.27; H 0.26; H 0.28; H 0.24; H 0.27; H 0.28; H 0.24; H 0.25; H 0.28; H 0.24; H 0.23; H 0.27; H 0.26; H 0.25; H 0.28; H 0.24; H 0.26; H 0.28; H 0.26; H 0.24; H 0.27; H 0.25; H 0.26; C 0.22; C -0.25; C -0.15; C -0.18; C -0.15; C -0.29; O -0.80; H 0.50; H 0.24; H 0.26; H 0.26; H 0.25; H 0.22; C -0.78; C 0.63; N -0.69; H 0.31; H 0.32; H 0.32

DFT (wB97M-V/def2-TZVPD) results for 5 unconnected molecules or ions with the total composition H10O5.

The multiplicity is 2. Its HOMO energy (alpha / beta) is 0.200 / -7.508 eV. As for the gap between HOMO and LUMO (alpha / beta): 3.65 / 11.28 eV. Its molecular weight is 90.07 g mol⁻¹. The net charge is -1.

Structure (XYZ):
```
15
H10O5 wB97M-V/def2-TZVPD
O -0.61 0.25 1.16
H -0.49 1.18 0.97
H 0.05 -0.18 0.61
O -3.30 -0.01 0.73
H -2.36 -0.12 0.83
H -3.40 0.47 -0.09
O -0.05 2.72 -0.21
H -0.21 2.54 -1.14
H 0.88 2.51 -0.09
O 2.11 -2.65 0.52
H 3.03 -2.62 0.78
H 1.93 -1.77 0.18
O 0.91 -0.72 -1.05
H 0.30 -1.37 -1.40
H 1.21 -0.23 -1.81
```

Atom-resolved charges from natural (NBO), all expressed in e: O -1.01; H 0.49; H 0.49; O -0.99; H 0.50; H 0.45; O -1.09; H 0.41; H 0.43; O -0.98; H 0.45; H 0.49; O -1.35; H 0.44; H 0.27

DFT (wB97M-V/def2-TZVPD) results for a molecular structure, C3H11MoN2.

The multiplicity is 3. Its HOMO energy (alpha / beta) is -12.479 / -13.440 eV. As for the gap between HOMO and LUMO (alpha / beta): 7.73 / 9.07 eV. Its molecular weight is 171.07 g mol⁻¹. The net charge is +1.

Structure (XYZ):
```
17
C3H11MoN2 wB97M-V/def2-TZVPD
C -0.43 0.14 -2.46
Mo -0.85 -0.68 -0.71
N -1.09 -2.06 1.02
H -0.05 -2.05 -1.01
H -0.28 -2.15 1.65
H -1.81 -1.95 -1.40
H -0.08 -0.52 -3.27
H 0.42 0.65 -1.78
H -1.32 0.70 -2.83
H -1.88 -1.87 1.66
H -1.26 -3.01 0.71
C 1.68 2.46 1.64
C 0.98 1.43 0.93
N 0.36 0.64 0.33
H 0.99 3.25 1.97
H 2.44 2.95 1.02
H 2.18 2.06 2.52
```

Atom-resolved charges from natural (NBO), all expressed in e: C -0.92; Mo 0.95; N -1.03; H 0.01; H 0.41; H -0.18; H 0.28; H 0.25; H 0.26; H 0.40; H 0.43; C -0.76; C 0.58; N -0.55; H 0.30; H 0.30; H 0.29

DFT (wB97M-V/def2-TZVPD) results for a molecular structure, C4H8.

Its HOMO energy is -7.437 eV. As for the gap between HOMO and LUMO: 8.69 eV. Its molecular weight is 56.11 g mol⁻¹. The net charge is 0.

Structure (XYZ):
```
12
C4H8 wB97M-V/def2-TZVPD
C -0.59 -1.16 0.29
C -0.43 0.55 0.65
C 0.57 1.17 -0.30
C 0.45 -0.55 -0.64
H -1.58 -1.46 -0.11
H -0.29 -1.82 1.12
H -1.43 0.89 0.47
H -0.07 0.52 1.66
H 0.23 1.82 -1.13
H 1.58 1.47 0.05
H 0.14 -0.54 -1.66
H 1.44 -0.88 -0.40
```

Atom-resolved charges from natural (NBO), all expressed in e: C -0.49; C -0.34; C -0.49; C -0.34; H 0.20; H 0.20; H 0.21; H 0.21; H 0.20; H 0.20; H 0.21; H 0.21

DFT (wB97M-V/def2-TZVPD) results for a molecular structure, CH5NOP2.

Its HOMO energy (alpha / beta) is -7.708 / -7.485 eV. As for the gap between HOMO and LUMO (alpha / beta): 6.61 / 7.02 eV. Its molecular weight is 109.00 g mol⁻¹. The net charge is 0.

Structure (XYZ):
```
10
CH5NOP2 wB97M-V/def2-TZVPD
C 1.16 -1.74 0.02
N -1.27 -0.26 0.13
O 1.17 -0.47 0.25
P -2.83 0.06 0.05
P 0.03 0.68 0.37
H 0.99 3.58 -0.10
H 2.12 -2.23 -0.02
H 0.23 -2.25 -0.14
H -3.20 -1.31 -0.11
H 1.60 3.93 -0.46
```

Atom-resolved charges from natural (NBO), all expressed in e: C 0.01; N -1.29; O -0.70; P 0.67; P 1.09; H -0.01; H 0.16; H 0.17; H -0.10; H 0.00

DFT (wB97M-V/def2-TZVPD) results for 2 unconnected molecules or ions with the total composition C4H5N2O.

Its HOMO energy (alpha / beta) is -0.727 / -0.761 eV. As for the gap between HOMO and LUMO (alpha / beta): 4.60 / 4.63 eV. Its molecular weight is 97.10 g mol⁻¹. The net charge is -1.

Structure (XYZ):
```
12
C4H5N2O wB97M-V/def2-TZVPD
C 1.02 1.75 -0.42
C 0.66 -0.42 0.89
C 0.55 -0.73 -0.54
C 0.22 0.65 -0.05
N 1.50 2.74 -0.75
N -2.85 -0.24 -0.20
O -2.94 -1.49 -0.27
H -0.10 -0.70 1.62
H 1.53 -0.06 1.53
H 1.52 -0.88 -1.07
H -0.23 -1.40 -0.95
H -0.89 0.77 0.22
```

Atom-resolved charges from natural (NBO), all expressed in e: C 0.32; C -0.40; C -0.39; C -0.43; N -0.40; N -0.38; O -0.55; H 0.23; H 0.20; H 0.20; H 0.27; H 0.33